# 1
Molecular formula: C43H34F15GeO2RuS5Sb2Te
Method: DFT, ωB97M-V/def2-TZVPD

The charge is 0. Its spin multiplicity is 2. The calculation puts the largest force on an atom at 0.0636 Eh/bohr. As for the highest occupied orbital energy (spin up / spin down): -0.2641 / -0.2748 Ha. The frontier orbital gap (spin up / spin down) comes out at 5.96 / 5.43 eV.

Last column: Löwdin charge in e.
Element x y z (Å)
Ru (0.304, 0.399, 0.688)  -0.02
O (-2.752, 6.889, 0.828)  -0.03
C (-2.216, 5.827, 0.812)  -1.02
S (-2.542, 4.565, -0.396)  0.97
C (-1.355, 3.402, 0.176)  -1.11
C (-0.633, 3.752, 1.286)  -1.13
S (0.594, 2.804, 1.986)  0.58
S (-1.004, 5.311, 2.002)  0.98
S (-1.159, 1.948, -0.690)  0.64
C (-0.669, -1.990, 4.193)  -0.29
Sb (0.255, -0.225, 3.335)  1.29
C (-0.499, 1.182, 4.813)  -0.29
C (2.231, -0.504, 4.270)  -0.27
C (3.008, 0.757, 4.314)  -0.30
C (2.810, 1.610, 5.400)  -0.07
C (3.440, 2.836, 5.490)  -0.08
C (4.294, 3.238, 4.475)  -0.08
C (4.529, 2.391, 3.412)  -0.07
C (3.909, 1.147, 3.311)  -0.30
C (4.235, 0.306, 2.139)  -0.28
Sb (2.934, 0.732, 0.420)  1.36
C (4.276, -0.244, -0.967)  -0.26
C (3.541, 2.775, 0.131)  -0.29
H (-0.513, -1.976, 5.265)  0.00
H (-0.237, -2.895, 3.780)  0.00
H (-1.735, -1.978, 3.981)  -0.02
H (-0.654, 0.663, 5.755)  0.01
H (-1.436, 1.624, 4.482)  -0.01
H (0.231, 1.979, 4.934)  -0.02
H (2.720, -1.297, 3.711)  0.05
H (2.000, -0.848, 5.276)  0.07
H (2.150, 1.285, 6.193)  0.11
H (3.257, 3.479, 6.339)  0.10
H (4.781, 4.200, 4.514)  0.10
H (5.214, 2.686, 2.630)  0.11
H (4.169, -0.760, 2.350)  0.05
H (5.234, 0.536, 1.770)  0.07
H (4.884, 0.510, -1.452)  0.00
H (3.741, -0.820, -1.715)  0.00
H (4.920, -0.905, -0.399)  0.01
H (4.557, 2.801, -0.253)  0.01
H (3.474, 3.296, 1.082)  -0.02
H (2.864, 3.250, -0.574)  0.00
C (1.843, -4.487, 1.062)  -0.07
C (2.264, -3.048, 0.812)  -0.33
O (1.324, -2.149, 1.394)  -0.33
H (2.564, -5.177, 0.632)  0.08
H (0.874, -4.669, 0.602)  0.08
H (1.769, -4.673, 2.132)  0.08
H (2.339, -2.851, -0.264)  0.07
H (3.229, -2.831, 1.278)  0.11
H (0.448, -2.452, 1.101)  -0.02
F (-2.882, -0.666, -2.221)  0.01
C (-2.823, 0.454, -2.969)  -0.31
C (-1.632, 0.712, -3.617)  -0.17
C (-1.533, 1.880, -4.345)  -0.21
F (-0.382, 2.159, -4.977)  0.10
C (-2.599, 2.766, -4.444)  -0.13
F (-2.478, 3.889, -5.154)  0.13
C (-3.800, 2.472, -3.804)  -0.13
F (-4.833, 3.304, -3.912)  0.14
C (-3.916, 1.301, -3.059)  -0.14
F (-5.059, 1.003, -2.438)  0.12
Ge (-0.139, -0.589, -3.355)  0.70
S (0.326, -1.246, -1.368)  0.19
C (-0.539, -2.240, -4.403)  -0.13
C (0.498, -3.146, -4.518)  -0.24
F (1.687, -2.780, -4.008)  0.07
C (0.355, -4.380, -5.130)  -0.13
F (1.378, -5.233, -5.201)  0.12
C (-0.890, -4.726, -5.652)  -0.12
F (-1.064, -5.907, -6.241)  0.13
C (-1.953, -3.835, -5.547)  -0.13
F (-3.149, -4.174, -6.033)  0.12
C (-1.764, -2.608, -4.922)  -0.20
F (-2.793, -1.757, -4.825)  0.10
C (1.468, 0.246, -4.203)  -0.13
C (1.874, -0.028, -5.494)  -0.22
F (1.120, -0.837, -6.248)  0.10
C (3.026, 0.524, -6.038)  -0.13
F (3.395, 0.228, -7.285)  0.13
C (3.798, 1.390, -5.267)  -0.12
F (4.904, 1.926, -5.779)  0.13
C (3.402, 1.694, -3.968)  -0.14
F (4.125, 2.519, -3.206)  0.11
C (2.245, 1.117, -3.469)  -0.24
F (1.853, 1.417, -2.212)  -0.03
C (-4.269, -1.486, 0.254)  -0.33
Te (-2.183, -1.033, 0.839)  1.28
C (-3.317, 0.230, 2.204)  -0.37
C (-4.566, -0.535, 2.509)  -0.30
C (-5.242, -0.426, 3.712)  -0.04
C (-6.359, -1.211, 3.952)  -0.08
C (-6.798, -2.108, 2.994)  -0.08
C (-6.135, -2.206, 1.781)  -0.03
C (-5.021, -1.422, 1.534)  -0.31
H (-4.329, -2.459, -0.226)  0.07
H (-4.622, -0.725, -0.440)  0.06
H (-3.544, 1.160, 1.674)  0.07
H (-2.754, 0.467, 3.108)  0.02
H (-4.887, 0.264, 4.464)  0.11
H (-6.874, -1.133, 4.896)  0.10
H (-7.658, -2.731, 3.188)  0.10
H (-6.474, -2.898, 1.024)  0.11


# 2
Molecular formula: C43H34HgN7O2P2Se2
Method: DFT, ωB97M-V/def2-TZVPD

The charge is -2. Its spin multiplicity is 2. The calculation puts the largest force on an atom at 0.2393 Eh/bohr. As for the highest occupied orbital energy (spin up / spin down): 0.0144 / -0.0849 Ha. The frontier orbital gap (spin up / spin down) comes out at 3.66 / 6.36 eV.

Last column: Löwdin charge in e.
Element x y z (Å)
Hg (-9.907, -18.197, 6.649)  1.03
O (-11.499, -16.654, 6.265)  -0.19
C (-12.639, -16.839, 5.772)  -0.40
C (-13.257, -15.754, 5.034)  -0.05
C (-14.497, -15.953, 4.480)  -0.19
C (-15.254, -17.081, 4.605)  -0.17
C (-14.597, -18.104, 5.293)  -0.09
C (-13.328, -18.096, 5.867)  -0.16
C (-12.837, -19.292, 6.508)  -0.13
N (-11.689, -19.583, 7.029)  -0.12
N (-11.588, -20.905, 7.596)  0.04
C (-10.428, -21.199, 8.083)  -0.59
O (-9.428, -20.432, 8.217)  -0.13
C (-10.263, -22.635, 8.527)  -0.12
C (-10.903, -23.632, 7.844)  -0.06
C (-10.785, -24.910, 8.330)  -0.14
C (-10.137, -25.258, 9.478)  -0.14
C (-9.482, -24.205, 10.174)  -0.11
C (-9.534, -22.924, 9.718)  -0.04
H (-12.751, -14.772, 5.086)  0.11
H (-15.151, -14.986, 3.908)  0.15
H (-16.261, -17.279, 4.166)  0.09
H (-15.115, -19.021, 5.462)  0.08
H (-13.560, -20.114, 6.627)  0.11
H (-11.534, -23.381, 7.065)  0.08
H (-11.371, -25.837, 7.697)  0.15
H (-10.012, -26.316, 9.642)  0.08
H (-8.784, -24.590, 11.036)  0.12
H (-9.096, -22.109, 10.199)  0.09
Se (-2.910, -16.785, 4.746)  0.19
P (-4.051, -18.566, 4.582)  0.56
C (-4.291, -19.141, 2.904)  -0.46
C (-4.528, -20.435, 2.755)  -0.08
C (-4.463, -21.075, 1.284)  -0.10
C (-4.340, -20.167, 0.329)  -0.13
C (-4.275, -18.612, 0.581)  -0.03
C (-4.238, -18.271, 1.895)  -0.19
C (-3.280, -20.060, 5.479)  -0.30
C (-2.296, -20.840, 4.766)  -0.06
C (-1.741, -21.853, 5.508)  -0.18
C (-1.840, -22.073, 6.810)  -0.08
C (-2.777, -21.111, 7.538)  -0.10
C (-3.430, -20.239, 6.808)  -0.22
C (-5.593, -18.340, 5.539)  -0.43
C (-6.966, -18.718, 5.260)  -0.37
N (-7.650, -18.162, 6.286)  -0.12
N (-6.828, -17.500, 7.056)  -0.09
N (-5.619, -17.602, 6.646)  -0.03
P (-7.769, -19.958, 4.186)  0.57
Se (-9.768, -20.268, 4.669)  0.41
C (-6.991, -21.397, 4.754)  -0.32
C (-6.407, -21.527, 6.047)  -0.11
C (-5.731, -22.560, 6.425)  0.01
C (-5.242, -23.601, 5.302)  0.03
C (-5.970, -23.538, 4.115)  -0.10
C (-6.764, -22.458, 3.810)  -0.08
C (-7.681, -19.262, 2.439)  -0.44
C (-7.855, -20.211, 1.402)  -0.12
C (-7.980, -19.505, -0.005)  -0.14
C (-7.695, -18.120, -0.178)  -0.16
C (-7.520, -17.289, 1.141)  -0.06
C (-7.598, -18.018, 2.400)  -0.20
H (-4.630, -21.454, 3.290)  0.11
H (-4.458, -22.252, 1.226)  0.13
H (-3.985, -20.673, -0.799)  0.14
H (-4.252, -17.983, -0.427)  0.13
H (-3.965, -17.320, 2.234)  0.03
H (-1.968, -20.358, 3.573)  0.21
H (-1.031, -22.359, 5.028)  0.06
H (-1.132, -22.720, 7.352)  0.10
H (-2.800, -21.016, 8.959)  0.20
H (-3.982, -19.583, 7.527)  0.12
H (-6.666, -20.913, 6.650)  0.01
H (-4.887, -22.840, 6.997)  0.07
H (-4.614, -24.281, 5.430)  0.00
H (-5.923, -24.337, 3.577)  0.04
H (-7.402, -22.724, 3.168)  0.04
H (-8.561, -20.803, 1.045)  0.00
H (-8.335, -19.942, -1.088)  0.10
H (-7.518, -17.752, -1.284)  0.09
H (-7.525, -16.413, 0.652)  0.00
H (-7.525, -17.241, 2.946)  0.04
N (-8.316, -15.402, 9.737)  0.06
C (-9.214, -14.521, 9.157)  -0.14
C (-9.818, -15.179, 8.153)  -0.19
N (-9.365, -16.448, 8.072)  -0.02
C (-8.423, -16.539, 9.051)  -0.17
H (-7.729, -15.125, 10.474)  0.13
H (-9.615, -13.269, 9.596)  0.19
H (-10.498, -14.879, 7.481)  0.05
H (-7.867, -17.400, 9.254)  0.10


# 3
Molecular formula: C43H34I2N5NaO
Method: DFT, ωB97M-V/def2-TZVPD

The charge is -2. The calculation puts the largest force on an atom at 0.0177 Eh/bohr. As for the highest occupied orbital energy: -0.0107 Ha. The frontier orbital gap comes out at 3.58 eV.

Last column: Löwdin charge in e.
Element x y z (Å)
Na (-0.470, -0.111, 0.676)  0.30
C (-2.149, -1.049, 3.400)  -0.18
C (-2.337, 0.255, 4.165)  -0.15
C (-2.029, 1.532, 3.388)  -0.39
C (-2.756, 2.669, 3.698)  -0.14
C (-2.384, 3.873, 3.001)  -0.17
C (-1.352, 3.894, 2.145)  -0.10
C (-0.547, 2.641, 1.837)  -0.36
N (-1.037, 1.425, 2.516)  0.03
N (-0.773, -1.519, 3.176)  -0.15
C (0.293, -0.895, 3.921)  -0.15
C (1.608, -0.916, 3.179)  -0.25
C (2.820, -1.124, 3.832)  -0.04
C (3.996, -1.049, 3.106)  -0.09
C (3.932, -0.786, 1.746)  -0.07
C (2.678, -0.618, 1.175)  -0.12
N (1.550, -0.678, 1.873)  0.13
C (-0.646, -2.944, 3.086)  -0.15
C (-1.282, -3.575, 1.862)  -0.25
C (-1.141, -4.948, 1.656)  -0.05
C (-1.653, -5.512, 0.505)  -0.08
C (-2.320, -4.697, -0.400)  -0.07
C (-2.440, -3.352, -0.094)  -0.12
N (-1.932, -2.799, 1.006)  0.14
H (-2.643, -0.942, 2.434)  0.10
H (-2.692, -1.847, 3.935)  0.11
H (-1.754, 0.247, 5.093)  0.10
H (-3.387, 0.290, 4.469)  0.10
H (-3.567, 2.643, 4.414)  0.05
H (-2.955, 4.784, 3.166)  0.08
H (-1.074, 4.791, 1.602)  0.09
H (0.498, 2.799, 2.167)  0.12
H (0.440, -1.322, 4.930)  0.12
H (0.034, 0.166, 3.998)  0.11
H (2.828, -1.333, 4.895)  0.10
H (4.953, -1.199, 3.594)  0.09
H (4.823, -0.719, 1.137)  0.10
H (2.570, -0.436, 0.111)  0.12
H (-1.054, -3.460, 3.981)  0.12
H (0.420, -3.193, 3.048)  0.12
H (-0.605, -5.549, 2.382)  0.11
H (-1.528, -6.571, 0.307)  0.10
H (-2.720, -5.086, -1.326)  0.10
H (-2.941, -2.673, -0.774)  0.11
I (-1.808, -0.729, -3.827)  0.90
C (-0.499, -2.216, -3.174)  -0.65
C (-0.125, -3.235, -4.043)  -0.26
C (0.731, -4.231, -3.637)  -0.69
I (1.232, -5.730, -5.023)  0.79
C (1.261, -4.234, -2.325)  -0.23
C (2.140, -5.214, -1.814)  -0.08
C (2.599, -5.124, -0.530)  -0.07
C (2.176, -4.042, 0.262)  -0.16
N (1.356, -3.121, -0.172)  0.14
C (0.887, -3.185, -1.436)  -0.13
C (-0.038, -2.111, -1.836)  -0.47
O (-0.414, -1.226, -1.042)  -0.14
H (-0.518, -3.238, -5.051)  0.07
H (2.447, -6.033, -2.452)  0.04
H (3.274, -5.868, -0.125)  0.09
H (2.532, -3.934, 1.284)  0.10
C (-0.395, 2.465, 0.341)  -0.01
C (-0.277, 3.095, -0.716)  -0.05
C (-0.039, 3.709, -1.943)  -0.19
C (-1.197, 3.964, -2.803)  -0.18
C (-1.286, 5.042, -3.704)  -0.07
C (-2.415, 5.257, -4.481)  -0.13
C (-3.515, 4.415, -4.391)  -0.15
C (-3.461, 3.357, -3.486)  -0.12
C (-2.335, 3.138, -2.714)  -0.06
C (1.329, 3.981, -2.318)  -0.18
C (1.748, 4.290, -3.635)  -0.07
C (3.078, 4.514, -3.951)  -0.14
C (4.077, 4.440, -2.987)  -0.16
C (3.695, 4.103, -1.689)  -0.13
C (2.373, 3.876, -1.364)  -0.05
H (-0.465, 5.744, -3.767)  0.10
H (-2.438, 6.106, -5.156)  0.08
H (-4.396, 4.582, -5.000)  0.07
H (-4.309, 2.688, -3.384)  0.09
H (-2.310, 2.314, -2.011)  0.09
H (1.020, 4.307, -4.433)  0.09
H (3.341, 4.738, -4.981)  0.08
H (5.115, 4.623, -3.239)  0.07
H (4.449, 4.013, -0.913)  0.08
H (2.106, 3.607, -0.349)  0.10


The lowest largest force on an atom belongs to which entry?
C43H34I2N5NaO